No. 1
The following is a DFT calculation (the ωB97M-V functional and the def2-TZVPD basis) of a structure of composition C16H19IrO3S3 in a non-equilibrium geometry.

```
42
Properties=species:S:1:pos:R:3
Ir 8.572 8.232 5.711
C 6.784 9.447 9.686
C 7.335 10.743 9.161
C 6.507 11.884 9.302
C 6.824 13.076 8.657
C 5.730 14.151 8.487
C 8.073 13.131 8.014
C 8.942 11.988 7.931
C 10.324 12.165 7.321
C 8.544 10.791 8.434
H 7.009 8.657 8.951
H 5.731 9.486 9.840
H 7.302 9.343 10.617
H 5.642 11.774 9.942
H 5.964 15.055 8.991
H 4.800 13.783 8.786
H 5.674 14.456 7.454
H 8.417 14.060 7.579
H 10.641 13.243 7.142
H 10.445 11.555 6.417
H 10.986 11.812 8.058
H 9.046 9.854 8.157
S 10.327 9.442 5.046
C 11.367 8.951 6.373
C 12.347 9.785 7.000
C 13.240 9.226 7.870
C 13.361 7.862 8.030
C 12.376 6.997 7.559
C 11.349 7.560 6.775
S 9.947 6.617 6.254
H 12.420 10.880 6.701
H 13.935 9.885 8.435
H 14.278 7.544 8.441
H 12.359 5.968 7.814
C 4.845 8.015 5.186
S 5.936 9.007 6.125
O 5.088 9.695 7.113
O 6.709 9.662 5.022
O 6.910 8.058 6.870
H 4.276 8.734 4.589
H 4.073 7.578 5.788
H 5.367 7.319 4.532
```

## Properties
Expectation value of S²: 8.79
Gap between HOMO and LUMO (alpha / beta) (eV): 6.4 / 4.5
HOMO level (alpha / beta) (eV): -9.55 / -11.68
2S+1: 6
ΔE to the lowest compared entry with this formula, charge and spin (kJ/mol): 160.6
Charge: +1

---

No. 2
The following is a DFT calculation (the ωB97M-V functional and the def2-TZVPD basis) of a structure of composition C16H19MoN3O5Se2 in a non-equilibrium geometry.

```
46
Properties=species:S:1:pos:R:3
Mo -0.156 0.671 0.247
O -0.743 5.025 4.623
C -0.620 4.056 3.738
C -0.789 2.696 4.046
C -0.639 1.790 3.037
N -0.333 2.172 1.791
C -0.171 3.461 1.487
C -0.306 4.444 2.422
C 0.145 3.619 0.035
O 0.297 4.639 -0.545
O 0.217 2.390 -0.544
C -0.785 0.292 3.129
O -0.979 -0.320 4.127
O -0.613 -0.261 1.908
H -0.963 4.710 5.511
H -1.033 2.354 5.045
H -0.179 5.487 2.167
C 1.822 -4.880 -1.512
Se 0.601 -3.410 -1.871
C -0.061 -3.188 -0.058
C 0.951 -2.630 0.915
Se 1.794 -0.940 0.322
C 2.617 -0.564 2.047
H 2.167 -5.232 -2.481
H 1.289 -5.683 -1.010
H 2.677 -4.551 -0.929
H -0.397 -4.157 0.314
H -0.947 -2.554 -0.123
H 1.811 -3.289 1.033
H 0.518 -2.412 1.890
H 1.849 -0.512 2.810
H 3.178 0.362 1.964
H 3.297 -1.389 2.245
N -1.807 -0.359 -5.608
C -1.407 -0.236 -4.351
C -0.037 -0.094 -4.017
C 0.336 0.014 -2.719
N -0.559 0.015 -1.686
C -1.884 -0.104 -2.011
C -2.336 -0.237 -3.278
H -1.149 -0.350 -6.371
H -2.781 -0.459 -5.841
H 0.719 -0.079 -4.790
H 1.377 0.122 -2.459
H -2.591 -0.097 -1.187
H -3.398 -0.334 -3.461
```

## Properties
Expectation value of S²: 2.02
Gap between HOMO and LUMO (alpha / beta) (eV): 5.7 / 5.9
HOMO level (alpha / beta) (eV): -13.90 / -13.90
2S+1: 3
ΔE to the lowest compared entry with this formula, charge and spin (kJ/mol): 0.0
Charge: +2

---

No. 3
The following is a DFT calculation (the ωB97M-V functional and the def2-TZVPD basis) of a structure of composition C16H19N2O7STc in a non-equilibrium geometry.

```
46
Properties=species:S:1:pos:R:3
Tc 0.084 0.039 0.337
O 0.670 2.168 -3.151
C 0.283 1.569 -2.087
O 1.032 0.948 -1.307
C -1.175 1.643 -1.786
C -2.142 2.291 -2.525
C -3.459 2.210 -2.079
C -3.762 1.474 -0.934
C -2.733 0.852 -0.258
N -1.466 0.960 -0.673
C -2.792 -0.025 0.961
O -3.879 -0.327 1.578
O -1.722 -0.478 1.387
H 1.631 2.090 -3.322
H -1.875 2.836 -3.422
H -4.251 2.707 -2.627
H -4.790 1.395 -0.601
H -4.707 0.026 1.212
O 1.810 -0.829 0.795
N 2.203 -2.009 0.272
C 3.414 -2.477 0.627
C 3.827 -3.690 0.136
C 2.989 -4.415 -0.708
C 1.749 -3.903 -1.053
C 1.367 -2.673 -0.546
S -0.164 -1.923 -0.887
H 3.988 -1.847 1.290
H 4.801 -4.062 0.421
H 3.301 -5.376 -1.095
H 1.073 -4.439 -1.707
C 0.902 3.115 0.873
O 0.460 1.871 1.487
C 0.814 1.903 2.929
C 0.000 0.930 3.710
O 0.303 -0.339 3.177
C -0.177 -1.428 3.988
H 0.299 3.931 1.261
H 0.779 3.044 -0.201
H 1.952 3.280 1.105
H 0.629 2.915 3.284
H 1.877 1.681 3.004
H -1.073 1.147 3.632
H 0.278 1.008 4.763
H 0.364 -1.450 4.932
H 0.009 -2.351 3.442
H -1.245 -1.329 4.181
```

## Properties
Expectation value of S²: 3.77
Gap between HOMO and LUMO (alpha / beta) (eV): 7.2 / 6.3
HOMO level (alpha / beta) (eV): -18.20 / -18.37
2S+1: 4
ΔE to the lowest compared entry with this formula, charge and spin (kJ/mol): 0.0
Charge: +3